Entry 1:
Density functional theory data (wB97M-V/def2-TZVPD) for 7 unconnected molecules or ions with the total composition C19H56N10O7.

Geometry as XYZ:
```
92
Properties=species:S:1:pos:R:3:forces:R:3:lowdin_charge:R:1
C 1.1997 6.0041 0.3204 -1.15 0.30 0.36 -0.064
C 2.5325 5.4781 0.8143 -0.67 0.50 0.78 -0.447
C 2.4806 3.9484 0.8156 -1.64 0.21 -1.04 -0.193
O 1.4580 3.4082 1.7105 1.40 1.93 -0.69 -0.182
C 0.9959 2.1340 1.3698 0.62 -0.19 0.03 -0.119
N 3.5915 5.9423 -0.1132 -1.03 -0.53 1.46 0.048
H 1.0245 7.0771 0.2429 1.01 0.22 -0.15 0.078
H 0.3531 5.7596 0.9620 0.15 -0.73 0.15 0.054
H 0.9917 5.5729 -0.6588 -0.03 -0.01 -0.14 0.084
H 2.7697 5.7767 1.8354 -0.07 0.52 0.01 0.140
H 3.4861 3.5345 0.7402 0.21 -0.55 1.38 0.122
H 2.1722 3.8081 -0.2204 -0.63 -0.74 -0.34 0.104
H 0.0866 1.9198 1.9314 0.19 -0.03 0.16 0.059
H 1.8330 1.4901 1.6393 -0.37 -0.94 -0.18 0.088
H 0.7388 2.0369 0.3150 0.13 0.02 -0.24 0.093
H 4.3941 5.6493 0.4254 0.93 -0.04 -0.80 0.066
H 3.4093 5.2956 -0.8673 0.92 0.04 -0.81 0.062
C -1.0761 1.4280 -5.7292 0.39 0.19 -0.09 -0.061
C -0.6009 0.6502 -4.5418 -0.15 0.29 2.26 -0.468
C -1.7412 0.0522 -3.6736 -1.64 -0.24 0.57 -0.169
O -2.5793 1.0331 -3.0300 0.67 1.21 -0.06 -0.209
C -3.6290 0.7043 -2.1160 -0.05 0.31 -1.45 -0.090
N 0.4071 -0.3144 -4.8804 -0.18 0.02 -0.71 0.046
H -1.6279 2.2964 -5.3693 -0.31 -0.14 -0.37 0.082
H -1.6333 0.8000 -6.4243 -0.40 0.07 0.09 0.081
H -0.1991 1.7663 -6.2809 0.02 0.17 0.03 0.078
H -0.0985 1.3137 -3.8379 0.01 0.57 -0.05 0.134
H -1.4057 -0.5975 -2.8653 0.71 -0.25 -0.13 0.099
H -2.4099 -0.5379 -4.3003 -0.03 -0.42 -0.36 0.119
H -4.2275 1.6096 -2.0153 0.26 0.25 0.06 0.083
H -3.3304 0.4207 -1.1067 0.31 -0.37 -0.20 0.061
H -4.3247 0.0209 -2.6029 0.12 -0.66 0.38 0.086
H 0.7074 -0.8750 -4.0958 -0.01 0.08 -0.27 0.031
H 0.0468 -0.9079 -5.6138 0.24 -0.42 -0.07 0.073
C -0.5895 0.8011 4.9023 -0.30 1.53 0.21 -0.053
C -1.8316 1.3960 4.1862 1.47 -0.57 1.42 -0.391
C -1.5896 2.9164 3.9199 -0.97 -1.01 -0.97 -0.178
O -2.4047 3.2447 2.8087 -1.14 0.10 0.10 -0.181
C -2.3513 4.6224 2.6364 1.06 1.50 -0.55 -0.125
N -2.0347 0.5320 3.0356 0.06 0.29 -0.89 0.012
H -0.3697 1.3823 5.7979 0.08 0.19 0.06 0.077
H 0.2031 1.0130 4.1847 0.43 -0.64 0.23 0.068
H -0.6439 -0.2243 5.2678 -0.18 -0.13 -0.62 0.078
H -2.7191 1.1930 4.7856 -0.07 1.07 0.59 0.134
H -0.6278 3.3199 3.6032 0.90 -0.95 0.52 0.115
H -1.8775 3.4922 4.7995 -0.22 -0.06 0.26 0.124
H -1.3882 4.9457 2.2413 0.70 -0.35 -0.08 0.066
H -2.3778 5.1607 3.5838 -0.71 0.05 0.20 0.089
H -2.9976 5.0771 1.8856 -0.80 -0.73 0.32 0.097
H -2.3027 -0.3387 3.4717 -0.09 -0.43 -0.14 0.088
H -2.8694 0.8644 2.5742 -0.22 0.11 -0.42 0.084
C 1.9767 -4.6501 1.2950 -0.43 0.66 -1.16 -0.064
C 3.0630 -3.8864 2.0752 -0.99 -1.46 -0.06 -0.413
C 3.8526 -2.8482 1.2969 0.55 0.88 0.18 -0.176
O 3.0442 -1.7977 0.7453 -0.36 0.14 -0.60 -0.241
C 3.6672 -0.9123 -0.2167 0.55 -0.39 0.97 -0.064
N 2.4165 -3.3736 3.2820 0.54 0.79 -0.05 0.040
H 1.1940 -3.9483 1.0071 -0.10 0.28 -0.08 0.059
H 1.4312 -5.4011 1.8666 0.50 -0.11 0.35 0.077
H 2.2696 -5.1043 0.3484 0.38 -0.15 0.10 0.060
H 3.7520 -4.6696 2.3912 0.56 0.29 0.06 0.134
H 4.4978 -3.3124 0.5511 -0.43 -0.30 -0.59 0.120
H 4.5926 -2.3784 1.9449 -0.08 0.04 0.55 0.124
H 2.9499 -0.4677 -0.9066 -0.25 -0.88 -0.24 0.087
H 4.5044 -1.4529 -0.6582 -0.26 0.07 -0.66 0.087
H 4.1028 -0.0145 0.2217 0.16 -0.08 0.78 0.075
H 1.7025 -2.7471 2.9387 -0.30 0.35 0.22 0.049
H 1.9129 -4.1335 3.7167 0.01 -0.11 0.13 0.067
C 1.5211 -3.7363 -3.3015 3.52 -4.36 -2.01 -0.760
O 2.0079 -4.4721 -4.1778 -0.67 0.49 0.10 -0.004
N 0.6830 -2.7902 -3.5006 -3.54 3.14 -1.01 0.155
N 1.8607 -3.8945 -2.0420 1.04 -0.07 3.09 0.175
H 0.0337 -2.9234 -4.2627 0.23 0.22 0.04 0.129
H 0.3302 -2.3399 -2.6682 -0.54 0.02 -0.04 0.063
H 1.5611 -3.1767 -1.3977 0.12 -0.30 0.44 0.064
H 2.6629 -4.4648 -1.8159 -0.23 0.24 -0.23 0.109
C -4.2398 -3.7643 -1.1236 -2.35 -0.63 -0.23 -0.755
O -4.5652 -2.6506 -0.7933 -0.41 1.23 0.46 0.041
N -5.0537 -4.8253 -1.3526 -2.39 -0.64 0.06 0.136
N -3.0462 -4.1888 -1.3695 4.17 0.10 -0.22 0.172
H -6.0578 -4.7203 -1.3817 0.35 -0.16 0.07 0.110
H -4.6138 -5.7205 -1.5113 -0.88 0.19 0.04 0.094
H -2.3077 -3.5564 -1.0962 0.65 -0.61 -0.34 0.099
H -2.9723 -5.1448 -1.6870 1.14 0.69 0.16 0.114
C -0.5750 -1.4647 0.1859 -0.75 0.53 1.96 -0.762
O -0.2249 -2.0644 -0.7878 0.89 -1.59 -3.44 0.027
N -1.7999 -1.2132 0.5409 -4.52 0.48 -0.23 0.200
N 0.2445 -1.0814 1.1264 3.21 0.37 1.11 0.200
H -2.5593 -1.2536 -0.1237 0.01 -0.36 0.04 0.077
H -1.9933 -0.7183 1.3998 0.24 0.08 -0.33 0.061
H -0.0412 -0.5543 1.9392 0.22 0.06 -0.25 0.087
H 1.1921 -1.2792 0.8384 0.54 0.28 1.03 0.074
```
Forces are in eV/Å.

Summary:
SMILES = COC[C@H](C)N.COC[C@H](C)N.COC[C@H](C)N.COC[C@H](C)N.NC(N)=O.NC(N)=O.NC(N)=O
Kohn-Sham gap = 0.3393 hartree
charge = 0


Entry 2:
Density functional theory data (wB97M-V/def2-TZVPD) for 9 unconnected molecules or ions with the total composition C19H56N4O9.

Geometry as XYZ:
```
88
Properties=species:S:1:pos:R:3:forces:R:3:lowdin_charge:R:1
C 22.1131 29.1803 2.7105 -0.01 -0.75 -0.99 -0.106
O 21.9079 27.9345 1.9501 -0.17 3.11 -0.44 -0.112
H 22.9800 29.1400 3.3926 -0.16 -0.09 -0.44 0.067
H 21.2398 29.4528 3.3065 -0.14 -0.21 -0.05 0.073
H 22.2501 29.9571 1.9434 0.10 -0.23 0.43 0.085
H 22.1338 27.2131 2.4808 0.22 -1.79 1.44 -0.032
C 28.2463 23.2563 2.4443 1.49 0.60 0.61 -0.139
O 27.0441 22.4807 2.3501 0.36 0.25 0.02 -0.158
H 28.1420 24.1662 3.1254 -0.07 -1.16 -0.60 0.087
H 28.4946 23.7043 1.4475 -0.28 -0.76 0.87 0.073
H 29.1062 22.6293 2.8622 -1.08 0.84 -0.77 0.106
H 27.0778 21.7458 2.9721 0.07 0.10 -0.03 0.090
C 23.5599 24.1879 -0.2511 -5.34 0.56 -6.89 -0.608
O 22.9443 23.7091 -1.3549 2.41 2.40 4.88 -0.067
N 24.5361 23.6205 0.2979 4.28 -3.71 0.16 0.190
N 23.2174 25.3381 0.3849 -1.05 1.11 0.31 0.169
H 25.1559 22.9589 -0.2236 -0.60 0.43 0.47 0.117
H 24.8315 23.9704 1.1609 0.90 0.27 1.04 0.047
H 22.4120 25.8110 0.0337 -0.30 0.32 -0.46 0.119
H 23.7922 25.8841 1.0694 -0.47 -0.79 -1.37 0.073
C 25.6511 25.8063 2.1820 7.61 0.93 -4.33 -0.574
O 26.7714 26.0784 1.3650 -5.95 -1.52 4.39 -0.103
N 25.4096 24.6647 2.7588 1.80 -2.59 0.83 0.163
N 24.6750 26.6344 2.3597 -1.22 3.42 -0.24 0.162
H 26.1688 23.9741 2.8331 -0.79 0.06 -0.17 0.073
H 24.6223 24.5778 3.3576 -0.35 -0.10 0.36 0.067
H 24.8858 27.5398 2.0149 -0.11 0.96 -0.35 0.136
H 24.0497 26.5963 3.1476 -0.12 -0.10 0.21 0.072
C 27.4166 22.3590 8.3775 -0.94 0.49 -0.45 -0.017
C 26.4728 22.4235 7.1243 1.46 7.64 3.65 -0.644
C 27.0107 23.2487 5.9915 1.47 -0.66 0.10 -0.062
O 26.2108 21.2746 6.6961 -2.16 -8.06 -2.22 0.036
H 27.0279 21.6606 9.1397 0.19 0.09 -0.56 0.083
H 27.4611 23.3417 8.8720 0.20 -0.22 -0.32 0.078
H 28.3992 22.0664 8.0240 0.27 -0.15 0.25 0.073
H 25.5751 23.0164 7.4171 -0.02 -0.48 0.44 0.130
H 26.3539 23.1305 5.1612 -0.78 0.29 -0.69 0.048
H 27.9494 22.8022 5.6585 0.30 0.19 0.05 0.092
H 27.1445 24.2582 6.2775 0.25 1.18 -0.02 0.070
H 25.3247 21.2543 6.3380 -0.14 -0.43 -0.27 0.122
C 24.3839 25.2057 5.6569 1.91 1.52 0.98 -0.045
C 23.3678 26.3308 5.6082 4.08 -2.19 9.00 -0.681
C 23.9098 27.5749 6.2670 0.29 0.34 2.47 -0.034
O 22.9357 26.6112 4.4792 -5.01 2.13 -7.99 -0.027
H 24.0447 24.3510 5.1024 0.06 -0.56 -0.13 0.057
H 24.5231 24.9625 6.7335 -0.14 -0.20 -0.77 0.095
H 25.4220 25.6104 5.3375 -1.66 -0.90 0.09 0.121
H 22.5227 26.0383 6.2325 -0.03 -0.62 0.66 0.146
H 23.0376 28.1992 6.5441 0.49 -0.01 -0.06 0.090
H 24.5572 28.1769 5.6287 0.16 -0.27 -0.07 0.085
H 24.4374 27.2929 7.2360 -0.51 0.64 -1.15 0.108
H 22.0581 26.9336 4.7663 0.05 0.23 -2.08 0.165
C 23.9771 21.4167 2.6170 0.97 0.05 1.61 -0.044
C 24.2719 20.7190 1.3255 2.07 -4.82 4.66 -0.604
C 23.7986 19.2247 1.4966 3.15 -0.20 -1.78 -0.022
O 23.5710 21.1630 0.3915 -5.10 3.59 -6.48 -0.003
H 24.4311 20.8135 3.3714 0.64 -0.35 1.01 0.073
H 22.9555 21.5052 2.9584 -0.59 -0.47 -0.77 0.066
H 24.3709 22.4109 2.7391 0.49 0.34 -0.32 0.037
H 25.3254 20.7151 0.9974 0.53 -0.03 1.05 0.132
H 22.8372 19.0995 1.8489 -2.16 0.26 0.95 0.046
H 24.4915 18.6799 2.1274 0.11 -0.22 0.31 0.068
H 23.8176 18.7053 0.5006 0.11 0.61 0.71 0.096
H 23.5918 22.1311 0.4581 -0.37 -0.37 -0.75 0.049
C 25.9359 23.1085 -3.0278 0.36 -1.02 -1.34 -0.018
C 26.8932 22.7260 -1.9711 2.52 2.51 -4.29 -0.653
C 27.4555 23.9160 -1.3337 1.67 0.86 0.16 -0.030
O 26.3459 21.9971 -1.0882 -3.95 -4.59 6.92 -0.010
H 25.0966 23.6299 -2.6482 -0.97 0.46 0.36 0.065
H 25.6482 22.2038 -3.5505 -0.62 -0.25 -0.08 0.093
H 26.4464 23.6676 -3.7645 0.42 1.01 -0.89 0.075
H 27.6921 22.1295 -2.3392 1.34 -0.16 -1.40 0.138
H 26.6840 24.5128 -0.8835 -0.10 0.51 0.32 0.071
H 27.9984 24.4661 -2.0988 -0.17 0.45 -0.01 0.097
H 28.2276 23.6324 -0.6180 -0.24 0.06 0.32 0.076
H 26.0466 21.1214 -1.3462 -0.07 0.15 -0.38 0.141
C 21.2697 23.4670 4.2048 1.41 -1.15 0.21 -0.005
C 21.6695 23.8639 2.7877 -0.04 -10.08 2.81 -0.685
C 20.8557 23.0821 1.8186 0.56 -3.11 -1.69 -0.022
O 21.5586 25.0369 2.4753 -3.04 11.45 0.82 0.036
H 21.8523 23.9862 4.9485 0.14 0.52 0.38 0.046
H 21.5518 22.3925 4.3496 -0.42 0.74 -0.15 0.091
H 20.2354 23.5663 4.4398 -0.92 0.22 -0.06 0.077
H 22.7048 23.5884 2.6469 0.74 -0.88 0.33 0.095
H 21.3760 23.0365 0.8240 -0.65 0.35 0.61 0.092
H 19.8633 23.4773 1.6906 -0.36 0.35 0.07 0.089
H 20.7799 22.0120 2.0908 -0.16 0.34 -0.03 0.089
H 22.1820 25.1462 1.8220 1.90 1.28 -3.01 0.000
```
Forces are in eV/Å.

Summary:
SMILES = NC(N)=O.NC(N)=O.CC(C)O.CC(C)O.CC(C)O.CC(C)O.CC(C)O.CO.CO
Kohn-Sham gap = 0.3315 hartree
charge = 0


Entry 3:
Density functional theory data (wB97M-V/def2-TZVPD) for 9 unconnected molecules or ions with the total composition C19H56O19S5.

Geometry as XYZ:
```
99
Properties=species:S:1:pos:R:3:forces:R:3:lowdin_charge:R:1
O -6.2857 8.8575 -3.7440 2.46 1.22 -2.53 -0.325
S -5.3552 9.1710 -4.8716 -0.40 -0.35 0.71 0.726
O -5.1549 10.4926 -5.4970 -0.39 -2.52 2.01 -0.306
O -3.7973 8.6350 -4.4715 -2.49 1.86 -0.68 -0.268
C -3.5712 7.3421 -3.9526 -0.04 -0.88 -0.28 -0.315
C -2.0806 7.2644 -3.7595 0.03 -0.26 0.30 -0.068
C -5.7954 8.0839 -6.2485 0.33 0.19 0.39 -0.128
H -3.9596 6.5922 -4.6416 0.23 -0.09 -0.39 0.105
H -4.0711 7.0886 -3.0177 -0.20 0.73 0.23 0.122
H -1.8607 6.2345 -3.4783 0.33 0.08 0.18 0.082
H -1.8247 7.9583 -2.9588 0.21 -0.19 0.08 0.084
H -1.4823 7.5343 -4.6297 -0.31 -0.07 -0.14 0.083
H -6.7893 8.3528 -6.6062 0.17 0.36 0.09 0.074
H -5.8459 7.0332 -5.9632 0.30 0.15 0.18 0.062
H -5.0186 8.2968 -6.9830 -0.23 -0.24 -0.14 0.071
O -6.7074 4.8147 5.5869 0.73 -1.29 1.11 -0.303
S -5.5439 4.0278 5.9695 0.31 0.34 -2.23 0.681
O -5.5777 2.6333 6.4048 0.05 2.68 -0.45 -0.287
O -4.6255 4.0140 4.5715 -0.07 -0.48 1.54 -0.273
C -4.5868 5.2399 3.8301 -0.26 1.02 -0.44 -0.301
C -3.4199 5.2593 2.8365 -0.67 -0.68 0.70 -0.058
C -4.5149 5.1084 7.0166 0.18 -1.18 0.01 -0.110
H -4.4591 6.0958 4.4928 -0.08 -0.03 0.23 0.096
H -5.5533 5.3706 3.3434 0.06 -0.03 -0.10 0.117
H -3.5891 4.4402 2.1376 0.50 -0.03 -0.04 0.078
H -2.5122 5.1477 3.4296 0.20 -0.24 -0.38 0.078
H -3.3572 6.1937 2.2786 -0.25 0.03 0.16 0.080
H -4.3861 6.0986 6.5795 -0.50 -0.19 0.04 0.061
H -3.5329 4.6392 7.0767 -0.06 -0.11 0.03 0.070
H -4.9551 5.1160 8.0138 -0.11 0.20 -0.17 0.072
O 1.3153 -3.1414 8.9884 -1.70 2.49 -0.21 -0.295
S 0.3284 -2.0558 9.0987 0.13 -1.45 -0.36 0.659
O 0.4995 -0.9726 10.0391 0.00 -0.67 -0.90 -0.291
O 0.0491 -1.4575 7.5867 1.01 -1.46 1.39 -0.269
C -0.6816 -0.2509 7.4518 -0.21 1.35 0.21 -0.291
C -0.3648 0.2939 6.0624 -0.23 0.07 0.07 -0.058
C -1.2332 -2.8998 9.4312 -0.13 0.21 0.20 -0.126
H -0.3715 0.4405 8.2353 0.17 0.10 -0.05 0.109
H -1.7421 -0.4209 7.6377 -0.17 -0.23 -0.34 0.118
H 0.6692 0.6365 6.0228 0.14 -0.55 -0.14 0.082
H -0.9232 1.1761 5.7495 -0.45 -0.02 0.51 0.074
H -0.6093 -0.4747 5.3293 0.44 -0.01 -0.10 0.080
H -1.0625 -3.4565 10.3526 0.18 -0.26 -0.25 0.069
H -1.5075 -3.5295 8.5848 0.42 -0.15 0.15 0.072
H -2.0965 -2.2701 9.6462 0.38 0.58 -0.18 0.067
O 5.9616 -4.1285 -1.8662 2.76 -0.80 -2.09 -0.315
S 7.1394 -4.0811 -2.7691 -1.35 0.66 0.98 0.687
O 8.2357 -3.2041 -2.3822 -0.74 -1.61 -0.55 -0.304
O 7.6574 -5.6540 -3.1418 -0.33 2.02 0.42 -0.265
C 8.8805 -5.7581 -3.9326 0.49 -1.26 -0.53 -0.250
C 9.2624 -7.2601 -4.1363 -0.07 0.01 0.23 -0.066
C 6.5564 -3.5098 -4.3793 0.61 -0.48 -0.17 -0.126
H 9.6922 -5.1770 -3.4949 -0.16 -0.13 0.32 0.113
H 8.7433 -5.3938 -4.9507 -0.41 0.39 0.07 0.101
H 8.5685 -7.8164 -4.7666 -0.55 0.30 0.25 0.072
H 9.4234 -7.8438 -3.2300 -0.29 0.33 0.25 0.075
H 10.1870 -7.4078 -4.6944 0.29 0.77 0.02 0.073
H 6.2910 -2.4537 -4.3329 -0.29 -0.23 0.44 0.076
H 5.7672 -4.1689 -4.7411 -0.10 0.23 0.25 0.074
H 7.3863 -3.5566 -5.0845 0.12 -0.17 0.13 0.055
O 0.0259 -7.9422 -2.3455 -3.02 1.10 -1.77 -0.299
S -1.1328 -7.3354 -3.0414 0.11 0.39 -0.77 0.728
O -1.4177 -7.4932 -4.5046 0.84 -0.17 3.72 -0.327
O -2.5018 -7.6768 -2.1546 3.11 -0.30 0.20 -0.271
C -3.7456 -7.6365 -2.7751 -0.78 0.06 -1.74 -0.326
C -4.3375 -9.0233 -2.9284 -0.56 0.10 1.19 -0.061
C -1.1366 -5.5436 -2.7202 0.32 -0.24 0.18 -0.121
H -3.6113 -7.1418 -3.7370 -0.26 -0.08 -0.23 0.104
H -4.4029 -6.9911 -2.1923 0.01 -0.13 0.25 0.126
H -4.4513 -9.4030 -1.9130 0.02 -0.20 0.14 0.076
H -3.7707 -9.7892 -3.4576 0.08 0.53 -0.39 0.085
H -5.3640 -8.9147 -3.2786 0.09 -0.19 -0.43 0.080
H -1.2664 -5.3674 -1.6524 0.04 -0.31 -0.03 0.069
H -1.9495 -5.0523 -3.2549 0.03 -0.34 -0.14 0.068
H -0.1797 -5.1145 -3.0174 -0.04 -0.22 -0.18 0.068
C 0.9826 0.3239 -1.0886 0.46 -2.00 0.56 -0.137
O 2.3821 0.0561 -1.3537 -0.21 1.57 -0.57 -0.141
H 0.8046 -0.2116 -0.1561 -0.69 0.25 0.15 0.070
H 0.6455 1.3537 -0.9698 1.03 0.19 -0.13 0.078
H 0.3580 -0.1277 -1.8594 -0.02 -0.01 -0.14 0.067
H 2.6552 -0.8184 -1.0666 -0.52 0.01 0.13 0.066
C 3.4758 -2.2022 3.7235 0.96 0.07 0.76 -0.162
O 4.7429 -2.6692 3.3052 0.40 -0.51 -0.91 -0.132
H 3.6480 -1.1553 3.9736 -0.83 0.28 -0.18 0.074
H 2.7546 -2.3950 2.9293 -0.42 0.31 0.46 0.079
H 3.2841 -2.7276 4.6591 -0.71 0.00 -0.11 0.078
H 4.6169 -2.8823 2.3776 0.61 -0.15 -0.01 0.064
C 6.6160 1.9613 0.9063 -0.20 0.64 0.31 -0.148
O 5.4472 2.7072 0.4811 1.06 -0.23 0.50 -0.131
H 6.2956 1.1031 1.4970 0.21 -0.55 -0.64 0.074
H 7.3104 1.8224 0.0776 -0.33 -0.82 -0.20 0.074
H 7.2608 2.4825 1.6139 -0.60 0.88 0.11 0.069
H 4.9640 2.0935 -0.0770 -0.19 0.06 -0.09 0.059
C -1.9805 2.6105 -7.0377 -0.19 0.28 0.02 -0.163
O -1.7029 1.8801 -5.8304 -0.16 0.38 -1.03 -0.120
H -2.8416 3.2632 -6.8940 0.09 -0.04 0.39 0.072
H -1.1384 3.2301 -7.3460 0.13 0.12 0.17 0.073
H -2.2379 2.0003 -7.9034 0.04 -0.51 0.14 0.071
H -0.9089 1.3858 -6.0470 0.09 -0.22 0.33 0.067
```
Forces are in eV/Å.

Summary:
SMILES = CCOS(C)(=O)=O.CCOS(C)(=O)=O.CCOS(C)(=O)=O.CCOS(C)(=O)=O.CCOS(C)(=O)=O.CO.CO.CO.CO
Kohn-Sham gap = 0.3664 hartree
charge = 0


Computed values of max |F| (unit: eV Å⁻¹) for the preceding records, in sequence: 5.96; 11.88; 3.82.